# C22H46BO13

A cluster of 5 separate species, C22H46BO13 in total in a non-equilibrium geometry (ωB97M-V/def2-TZVPD, OMol25).

```
82
Properties=species:S:1:pos:R:3:forces:R:3:mulliken_charge:R:1
C 8.56354 -1.28011 -0.92065 0.2 -0.4 0.5 -0.750
C 9.06652 -0.13878 -1.35998 0.0 0.7 -0.2 0.041
C 8.54209 1.23279 -1.04325 0.5 -0.8 0.1 -0.954
B 6.90081 1.35507 -1.39510 0.7 0.3 0.4 0.404
C 6.05604 0.98460 -0.02256 -0.3 -0.5 -0.6 -0.884
C 4.65287 0.32521 -0.18534 0.4 1.0 0.4 -0.096
C 4.11242 0.26635 -1.58660 -0.9 -1.0 0.5 -0.515
O 2.81836 -0.44258 -1.56727 0.2 0.0 -0.2 -0.449
H 8.10698 -1.30294 0.05275 -1.1 -0.2 -0.1 0.286
H 8.63408 -2.17027 -1.51656 0.7 -0.7 0.4 0.205
H 9.90958 -0.22257 -2.03460 -0.4 0.1 -1.0 0.296
H 8.71319 1.37330 0.02751 0.0 0.6 0.2 0.253
H 9.14721 1.92071 -1.62976 0.1 0.4 0.2 0.235
H 6.70551 0.59529 -2.32492 -0.2 0.0 -0.2 -0.240
H 6.70125 2.52256 -1.72794 -0.2 0.1 -0.1 -0.273
H 6.66341 0.30158 0.56552 0.1 -0.2 0.2 0.207
H 5.94944 1.87054 0.59737 0.0 0.3 0.1 0.182
H 3.93764 0.91422 0.38762 -0.3 0.0 0.2 0.125
H 4.64057 -0.65995 0.27084 0.0 -0.4 -0.1 0.174
H 3.90171 1.24961 -1.97968 0.2 0.3 -0.2 0.165
H 4.75002 -0.30029 -2.23985 0.5 0.2 -0.4 0.406
H 3.04577 -1.36142 -1.75046 -0.2 0.2 0.1 0.229
C 8.83528 -7.82904 0.50615 -0.1 0.2 0.1 -1.099
C 8.19069 -8.08571 -0.84026 0.3 -0.2 0.1 -0.161
O 6.92082 -7.43509 -0.95758 -0.1 0.0 0.0 -0.387
C 6.97487 -6.11379 -1.17427 0.0 0.1 0.0 0.763
O 7.97733 -5.46196 -1.29984 0.0 -0.1 0.0 -0.552
O 5.72584 -5.65596 -1.23210 0.0 -0.1 0.0 -0.370
C 5.61836 -4.23267 -1.37860 -0.1 0.3 0.0 -0.562
H 8.15618 -8.11170 1.31205 0.0 -0.1 0.0 0.289
H 9.75748 -8.40299 0.60209 0.0 0.0 0.0 0.347
H 9.07269 -6.77396 0.63215 0.0 0.0 -0.1 0.320
H 7.98651 -9.14912 -0.95733 -0.2 0.0 0.0 0.288
H 8.84260 -7.78248 -1.65978 0.0 0.1 0.0 0.308
H 6.18907 -3.87725 -2.23303 0.1 0.0 0.1 0.338
H 5.95184 -3.73178 -0.47195 0.1 0.0 -0.1 0.324
H 4.56618 -4.01378 -1.53851 0.0 -0.2 0.0 0.143
C -0.61383 1.09815 -1.66646 -0.3 0.1 0.0 -1.056
C 0.25471 1.42327 -0.47151 0.2 -0.4 -0.3 0.103
O -0.20697 2.60734 0.21319 -0.1 0.1 0.1 -0.391
C -1.28180 2.45879 0.97272 0.1 0.0 -0.2 0.826
O -1.89843 1.43831 1.16053 -0.1 0.0 0.0 -0.583
O -1.59032 3.65085 1.50014 0.0 0.0 0.0 -0.384
C -2.79002 3.65504 2.27434 -0.1 0.1 0.1 -0.423
H -0.68049 1.95901 -2.33449 0.1 0.0 0.0 0.323
H -0.19395 0.25515 -2.21328 0.1 0.0 0.0 0.369
H -1.62880 0.84269 -1.35951 0.0 -0.1 0.1 0.188
H 1.26502 1.64284 -0.80441 0.0 0.2 0.1 0.092
H 0.31491 0.58706 0.22208 -0.1 0.1 0.1 0.286
H -2.75972 2.89068 3.04821 0.0 -0.1 -0.1 0.291
H -3.65696 3.50375 1.63017 0.0 -0.1 0.0 0.066
H -2.85837 4.63428 2.74032 0.1 0.0 -0.1 0.260
C -7.67461 5.58248 -1.58612 0.3 0.0 0.0 -1.144
C -8.39446 4.25284 -1.50077 -0.2 0.3 0.1 -0.085
O -7.58486 3.17421 -1.99018 0.0 -0.1 0.0 -0.416
C -6.61912 2.75844 -1.17049 0.1 0.1 -0.1 0.869
O -6.39135 3.19798 -0.06773 0.0 0.0 -0.2 -0.576
O -5.94515 1.78974 -1.78074 -0.1 0.0 0.1 -0.412
C -4.81651 1.29888 -1.04530 0.3 -0.1 0.1 -0.369
H -7.32784 5.76173 -2.60467 -0.1 0.0 0.0 0.302
H -8.33988 6.39383 -1.29052 0.0 0.0 0.0 0.378
H -6.80182 5.59975 -0.93529 -0.1 0.0 0.1 0.307
H -9.27711 4.26693 -2.13733 0.1 -0.2 -0.1 0.351
H -8.72550 4.03972 -0.48409 0.1 -0.1 0.0 0.195
H -5.10411 0.98406 -0.04650 0.0 0.1 0.0 0.093
H -4.04488 2.06485 -0.99035 0.0 0.0 0.1 0.228
H -4.42766 0.44366 -1.58952 -0.1 0.0 -0.1 0.295
C -6.62162 0.70345 2.38051 -0.1 -0.2 0.1 -1.043
C -7.84319 1.55371 2.10616 0.4 0.1 0.0 0.389
O -9.04601 0.75963 2.08017 -0.1 0.0 0.0 -0.375
C -9.51276 0.37456 3.26376 0.1 0.1 -0.1 0.779
O -9.04702 0.64641 4.34103 -0.1 0.0 0.0 -0.561
O -10.60601 -0.36958 3.05641 0.0 0.0 0.0 -0.352
C -11.17431 -0.91848 4.24530 -0.1 -0.1 0.1 -0.642
H -6.55840 -0.11472 1.66040 0.0 0.1 -0.1 0.306
H -5.71708 1.30760 2.31229 0.0 0.0 -0.1 0.117
H -6.66433 0.25951 3.37436 0.0 0.1 0.0 0.423
H -7.75988 2.00679 1.12434 -0.3 -0.1 0.0 -0.205
H -7.94027 2.36030 2.83280 -0.1 -0.1 0.1 0.329
H -11.37423 -0.14105 4.97947 0.1 0.0 0.0 0.296
H -10.50957 -1.67083 4.66753 0.0 0.1 0.1 0.291
H -12.11010 -1.38919 3.95675 0.0 0.0 -0.1 0.225
```
Positions in Å, forces in eV/Å.

Results
Charge = -1
Calculated total energy = -1868.84697 a.u.
HOMO-LUMO gap = 0.2276 hartree
Spin multiplicity = 1
LUMO energy = 0.0677 Eh